No. 1
This record from OMol25 describes C2H6DyO2 as an isolated structure. The level of theory is ωB97M-V/def2-TZVPD.

Expectation value of S²   12.02
Frontier orbital gap (alpha / beta)   9.397 / 10.659 eV
ΔE to the lowest compared entry with this formula, charge and spin   0.0 kcal per mole
Total charge   +2
Multiplicity   7

The geometry in XYZ format:
```
11
Properties=species:S:1:pos:R:3:forces:R:3:lowdin_charge:R:1
O -0.8032 0.6959 3.0993 0.496 -1.035 -3.373 -0.10
Dy -1.1268 -1.7059 1.5393 0.120 -0.085 0.083 1.90
C -0.1731 0.3341 -1.0854 -1.272 -1.866 3.221 -0.04
C 1.0154 -0.3859 -1.6267 0.133 0.390 0.552 0.00
H -0.1176 1.0890 2.4611 -0.939 -0.185 1.693 0.11
H -0.3771 1.3759 -1.3698 -0.364 -0.362 -0.109 0.16
H 1.4341 -1.0916 -0.8903 -0.375 0.078 -0.276 0.10
H 0.7628 -0.9378 -2.5426 -0.124 0.112 -0.008 0.13
H 1.8294 0.3183 -1.8876 -0.591 -0.112 -0.042 0.13
O -0.9329 -0.1929 -0.1192 2.780 1.463 -3.114 -0.36
H -1.5110 0.5011 2.4221 0.135 1.602 1.373 -0.03
```
Positions in Å, forces in eV/Å.

---

No. 2
This record from OMol25 describes C7H16O4Si as an isolated structure. The level of theory is ωB97M-V/def2-TZVPD.

Frontier orbital gap   9.794 eV
ΔE to the lowest compared entry with this formula, charge and spin   23.0 kcal per mole
Total charge   0
Multiplicity   1

The geometry in XYZ format:
```
28
Properties=species:S:1:pos:R:3:forces:R:3:nbo_charge:R:1
C -2.0323 0.1027 -0.3187 0.008 1.238 -3.998 0.73
C -1.4454 1.7354 1.5476 3.204 -2.726 -0.060 -0.65
C -3.2449 -1.7658 0.2558 -2.501 2.159 -0.361 -0.28
C 1.9656 0.4987 -1.8818 -2.317 -0.377 0.407 -1.12
C 2.7441 0.7018 1.0268 -0.688 -0.432 -2.427 -1.13
C 1.9573 -2.0496 -0.1925 -3.180 0.953 1.936 -1.09
C -1.1522 1.1986 0.1267 2.688 -1.144 2.010 0.54
O -2.1816 -0.1326 -1.5181 0.331 0.138 1.137 -0.63
O -0.6249 2.0329 -0.7692 -0.092 1.175 2.692 -0.66
O -2.6205 -0.4693 0.6455 -1.804 -2.604 1.260 -0.48
O 0.0427 -0.0975 0.5394 -3.247 2.384 -0.477 -1.04
Si 1.4948 -0.1445 -0.1067 3.417 -2.367 -0.731 1.87
H -2.3200 2.2764 1.5427 -1.944 1.480 0.081 0.22
H -0.5556 2.2893 1.9616 -1.066 -0.429 -0.602 0.24
H -1.5823 0.7673 2.1456 0.197 1.777 -0.651 0.26
H -2.7577 -2.0527 -0.6638 0.354 -0.825 0.289 0.23
H -4.3665 -1.5532 -0.0763 2.274 -0.376 0.966 0.20
H -3.2114 -2.3376 1.1783 0.161 -0.374 -0.483 0.21
H 2.7067 -0.1084 -2.4297 -0.205 0.521 0.460 0.25
H 1.0025 0.4587 -2.4426 0.546 -0.389 -0.120 0.21
H 2.1234 1.5678 -1.8455 0.803 0.232 -0.075 0.23
H 2.3069 0.8097 1.9462 -1.077 0.369 2.502 0.23
H 3.6387 0.1047 1.1491 0.527 0.510 -0.442 0.24
H 2.7290 1.6685 0.5156 1.178 0.164 0.419 0.22
H 1.7559 -2.6593 0.7262 0.550 0.872 -0.347 0.23
H 1.3493 -2.5711 -0.8952 -0.491 -0.205 -1.059 0.22
H 2.9306 -2.0905 -0.4900 2.890 -0.427 -0.690 0.21
H -0.6522 1.8195 -1.6772 -0.516 -1.299 -1.634 0.52
```
Positions in Å, forces in eV/Å.

---

No. 3
This record from OMol25 describes C21H22Cl2N8O11P2RuS as an isolated structure. The level of theory is ωB97M-V/def2-TZVPD.

Expectation value of S²   8.76
Frontier orbital gap (alpha / beta)   7.040 / 6.139 eV
ΔE to the lowest compared entry with this formula, charge and spin   8.5 kcal per mole
Total charge   -1
Multiplicity   6

The geometry in XYZ format:
```
68
Properties=species:S:1:pos:R:3:forces:R:3:nbo_charge:R:1
Ru -0.3283 0.1728 -0.4073 -0.307 0.622 -0.423 1.74
Cl -5.1413 -0.4523 -2.3728 -0.082 -0.111 -0.063 0.01
C -4.5377 1.0090 -1.6795 0.557 -0.080 0.136 -0.16
C -5.3875 2.1089 -1.5567 0.059 0.266 0.111 -0.21
C -4.9407 3.2786 -1.0000 -0.114 -0.234 -0.094 -0.09
Cl -6.0361 4.6204 -0.8505 -0.107 0.137 0.026 -0.03
C -3.6085 3.4055 -0.5550 0.151 -0.134 -0.043 -0.04
C -3.0580 4.5584 0.0470 0.133 -0.023 0.033 -0.16
C -1.7413 4.5643 0.4149 -0.158 0.062 -0.082 -0.25
C -0.9459 3.4333 0.1595 0.070 0.039 -0.081 0.09
N -1.4413 2.3477 -0.3850 0.456 -0.251 0.226 -0.48
C -2.7476 2.2937 -0.7185 -0.523 0.035 -0.020 0.06
C -3.2002 1.0400 -1.2602 -0.623 0.389 -0.036 0.42
O -2.4011 0.0446 -1.3610 1.076 -0.284 0.425 -0.75
H -6.4075 2.0255 -1.9042 -0.017 0.008 0.010 0.23
H -3.6907 5.4201 0.2103 0.006 0.012 0.016 0.23
H -1.2923 5.4230 0.8930 0.018 0.005 -0.006 0.23
H 0.1042 3.4223 0.4136 -0.063 0.004 0.022 0.26
N 0.5639 1.8027 4.7006 -0.108 0.143 0.045 -0.88
C 0.8709 0.8870 3.5790 -0.312 0.177 -0.631 -0.61
C 1.7913 -0.2193 4.0792 -0.016 -0.041 0.100 -0.63
P -0.7698 0.1659 3.0653 -0.682 -0.237 0.815 2.39
O -0.7512 -1.4188 3.2810 0.199 0.179 -0.329 -0.99
O -1.7120 0.6154 4.2542 0.042 -0.053 -0.054 -1.00
O -1.3599 0.5433 1.7525 0.468 -0.257 -0.675 -1.12
P 1.5686 1.9552 2.1770 0.282 0.172 -0.062 2.39
O 3.1596 1.7360 2.3352 -0.151 0.016 0.065 -1.01
O 1.2315 3.3547 2.5344 -0.051 0.115 0.147 -1.16
O 1.1538 1.4910 0.7961 -0.213 -0.491 -0.172 -1.19
H 1.3640 1.8427 5.3212 -0.001 -0.059 0.010 0.37
H -1.1686 1.1779 4.8559 0.156 -0.006 -0.017 0.53
H 0.4708 2.7374 4.2971 0.082 0.008 0.055 0.42
H 1.3294 -0.7227 4.9314 0.012 0.020 0.023 0.21
H 2.7447 0.2107 4.3891 -0.012 0.045 0.001 0.22
H 1.9804 -0.9575 3.3107 0.068 -0.039 -0.010 0.25
H -0.4316 -1.8453 2.4675 -0.032 -0.130 0.145 0.53
H 3.4427 0.8733 1.9888 -0.049 0.028 -0.109 0.51
C 3.7677 -3.4145 -2.6455 -0.033 0.051 -0.054 -0.67
C 2.7180 -3.6962 -1.6296 0.319 -0.183 0.034 0.34
C 2.9513 -4.2765 -0.4071 -0.059 0.120 -0.001 -0.35
C 1.8698 -4.3917 0.4750 -0.005 0.135 -0.171 0.33
N 0.6829 -3.8775 0.1911 0.083 -0.056 0.248 -0.49
C 0.5040 -3.2286 -0.9597 -0.552 0.031 0.105 0.31
S -0.9192 -2.3239 -1.2477 0.067 0.346 -0.010 -0.17
N 1.4727 -3.2809 -1.9109 0.103 0.505 -0.560 -0.54
C 2.0148 -5.0390 1.8130 0.000 -0.029 -0.035 -0.65
H 4.6944 -3.9324 -2.4129 -0.029 -0.033 0.015 0.22
H 3.9480 -2.3370 -2.6378 0.027 0.000 -0.053 0.27
H 3.4237 -3.6766 -3.6447 0.009 0.013 -0.048 0.25
H 3.9430 -4.5921 -0.1222 0.022 -0.030 -0.073 0.23
H 1.3056 -2.8204 -2.8303 -0.049 -0.047 0.505 0.48
H 3.0142 -5.4456 1.9512 -0.005 -0.016 0.055 0.21
H 1.2742 -5.8315 1.9187 -0.006 -0.010 0.001 0.24
H 1.8082 -4.2976 2.5859 0.029 0.002 0.004 0.25
N -1.1929 2.0433 -3.5565 0.056 -0.091 0.177 -0.81
C -0.3407 0.9854 -3.5095 -0.269 0.427 -0.717 0.70
O 0.4002 0.8325 -2.4988 -0.175 -0.572 0.680 -0.73
C -0.2739 0.1793 -4.6941 0.011 0.418 0.836 -0.58
C -1.0815 0.4729 -5.8040 -0.122 -0.002 -0.288 0.30
N -1.7561 0.7546 -6.6995 -0.027 0.025 0.027 -0.41
C 0.6051 -0.8947 -4.7198 0.312 -0.470 0.064 0.41
N 1.3431 -1.7861 -4.7171 0.154 -0.286 0.256 -0.52
H -1.3650 2.5100 -2.6818 0.014 0.019 -0.087 0.40
H -1.9202 2.0540 -4.2523 -0.009 0.045 0.007 0.41
O 3.2010 -0.9314 1.2122 -0.277 0.081 -0.067 -0.49
N 2.1221 -0.8899 0.6123 0.707 -0.910 -0.048 0.74
O 1.0447 -1.1414 1.2231 -0.190 0.249 -0.202 -0.58
O 2.0639 -0.6719 -0.6045 -0.320 0.218 -0.107 -0.46
```
Positions in Å, forces in eV/Å.

---

No. 4
This record from OMol25 describes one molecule with the formula C5H11NO. The level of theory is ωB97M-V/def2-TZVPD.

Frontier orbital gap   10.198 eV
ΔE to the lowest compared entry with this formula, charge and spin   28.4 kcal per mole
Total charge   0
Multiplicity   1

The geometry in XYZ format:
```
18
Properties=species:S:1:pos:R:3:forces:R:3:nbo_charge:R:1
N 2.3615 0.1076 0.0966 0.045 0.271 -0.318 -0.86
C 1.4682 0.7013 -0.9158 0.130 -0.245 0.883 -0.22
C 0.2260 1.3553 -0.3246 -0.316 -0.330 0.161 -0.40
C -0.6472 0.4356 0.5430 0.369 0.146 0.445 -0.39
C -1.1057 -0.8450 -0.1642 -0.304 0.262 0.259 -0.52
C -2.0499 -1.6224 0.7129 0.026 -0.097 -0.239 0.45
O -3.2026 -1.8534 0.4618 -0.012 0.088 -0.013 -0.51
H 2.0491 0.1875 1.0540 -0.089 -0.090 -0.178 0.36
H 2.5973 -0.8434 -0.1318 0.015 -0.092 0.243 0.36
H 1.1556 -0.0942 -1.6005 0.077 0.277 -0.195 0.18
H 2.0224 1.4740 -1.4481 -0.037 -0.103 -0.324 0.19
H -0.3582 1.7220 -1.1658 -0.188 0.149 -0.072 0.21
H 0.4775 2.2211 0.2903 0.224 0.075 -0.088 0.21
H -1.4967 1.0170 0.9272 0.024 -0.183 -0.254 0.21
H -0.0716 0.1615 1.4484 -0.244 -0.002 -0.311 0.19
H -1.5919 -0.6258 -1.1190 0.082 -0.074 0.074 0.22
H -0.2363 -1.4841 -0.3068 0.161 -0.086 -0.259 0.22
H -1.5975 -2.0148 1.6423 0.036 0.032 0.186 0.10
```
Positions in Å, forces in eV/Å.

---

No. 5
This record from OMol25 describes C25H32BrCrN6O as an isolated structure. The level of theory is ωB97M-V/def2-TZVPD.

Expectation value of S²   3.83
Frontier orbital gap (alpha / beta)   8.482 / 8.302 eV
ΔE to the lowest compared entry with this formula, charge and spin   3.5 kcal per mole
Total charge   +2
Multiplicity   4

The geometry in XYZ format:
```
66
Properties=species:S:1:pos:R:3:forces:R:3:nbo_charge:R:1
Cr -0.3088 0.5059 -0.1436 0.543 -0.543 0.609 1.36
C -1.4626 1.8065 2.4795 0.120 -0.138 -0.038 -0.41
N -0.4638 0.7989 2.0303 0.282 0.114 -0.075 -0.48
C 0.8525 1.1909 2.6107 -0.251 0.016 0.004 -0.41
C -0.8659 -0.5343 2.5744 0.030 0.053 -0.127 -0.24
C -1.6604 -1.3234 1.5712 0.083 0.020 -0.095 -0.10
C -2.5253 -2.3285 1.9851 -0.040 -0.089 0.070 -0.19
C -3.1066 -3.1765 1.0517 -0.053 -0.052 -0.010 -0.18
C -2.8030 -3.0357 -0.2970 0.048 0.042 -0.043 -0.19
C -1.9540 -2.0139 -0.7205 -0.051 0.061 0.239 -0.26
C -1.3969 -1.1289 0.2091 -0.256 0.003 -0.119 -0.31
H -1.4395 1.8761 3.5679 0.008 0.008 0.046 0.22
H -2.4618 1.5071 2.1764 -0.019 -0.045 -0.035 0.22
H -1.2295 2.7872 2.0690 0.024 -0.012 -0.027 0.21
H 0.7904 1.2190 3.7009 -0.028 0.009 0.021 0.22
H 1.1302 2.1827 2.2566 -0.018 -0.002 -0.014 0.21
H 1.6168 0.4743 2.3250 -0.069 0.031 0.062 0.21
H -1.4058 -0.4010 3.5125 -0.017 0.016 0.084 0.23
H 0.0505 -1.0809 2.8096 0.020 -0.001 -0.034 0.22
H -2.7340 -2.4643 3.0433 0.013 0.015 -0.099 0.23
H -3.7859 -3.9574 1.3799 0.101 0.097 -0.055 0.24
H -3.2273 -3.7192 -1.0249 0.033 0.063 0.073 0.24
H -1.7217 -1.9433 -1.7769 -0.036 0.031 0.040 0.21
C 3.7628 1.2354 -0.0550 0.046 -0.171 -0.049 -0.40
N 3.7078 -0.1659 0.3531 0.227 0.136 0.117 -0.41
C 5.0088 -0.8484 0.3512 -0.136 0.124 0.084 -0.41
C 2.5371 -0.7869 0.5551 -0.178 -0.328 0.105 0.82
O 1.4756 -0.3367 0.0118 -0.079 0.452 -0.275 -0.78
N 2.4719 -1.8935 1.3180 0.009 -0.119 0.048 -0.42
C 1.4414 -2.9047 1.0664 0.109 -0.003 0.137 -0.41
C 3.3318 -2.1414 2.4791 0.048 -0.057 -0.185 -0.41
H 4.4394 1.7830 0.6023 0.004 -0.042 0.007 0.23
H 2.7771 1.6811 0.0004 -0.054 -0.005 0.033 0.20
H 4.1401 1.3182 -1.0756 -0.010 0.023 -0.028 0.21
H 5.5131 -0.6206 -0.5877 -0.017 0.037 -0.010 0.22
H 4.8826 -1.9214 0.4123 -0.069 -0.089 0.024 0.23
H 5.6396 -0.5058 1.1718 -0.024 -0.010 0.013 0.22
H 0.7439 -2.5589 0.3147 -0.009 0.028 -0.044 0.22
H 0.8938 -3.1187 1.9853 -0.011 0.022 -0.002 0.21
H 1.9074 -3.8312 0.7270 0.047 0.015 0.035 0.22
H 3.9263 -1.2632 2.7140 -0.003 0.021 -0.042 0.22
H 3.9952 -2.9951 2.3253 -0.025 0.044 -0.036 0.22
H 2.6938 -2.3628 3.3370 -0.010 0.006 -0.048 0.22
Br 0.4154 3.2667 -0.5569 -0.027 0.084 -0.047 0.22
C -1.4715 3.0560 -0.6399 0.105 -0.039 0.012 0.15
C -2.3089 4.1169 -0.8726 -0.134 0.229 -0.059 -0.25
C -3.6726 3.8468 -0.8807 -0.047 0.164 -0.036 -0.08
C -4.1217 2.5532 -0.6529 -0.143 0.026 -0.014 -0.22
C -3.1965 1.5586 -0.4262 0.104 -0.128 -0.009 0.07
N -1.8746 1.8115 -0.4257 -0.352 -0.088 -0.100 -0.57
H -1.9151 5.1108 -1.0401 -0.046 -0.055 0.011 0.27
H -4.3777 4.6510 -1.0628 0.065 -0.080 0.017 0.26
H -5.1780 2.3130 -0.6521 0.092 0.045 0.002 0.27
H -3.4839 0.5296 -0.2382 0.045 0.045 -0.007 0.25
N -3.4037 0.1135 -5.7112 0.417 0.011 0.240 -0.20
C -2.4015 0.1318 -5.1448 -0.183 -0.009 -0.118 0.23
C -1.1703 0.1656 -4.3913 -0.240 -0.017 -0.325 -0.17
C 0.0778 0.1104 -5.0008 0.006 0.000 -0.180 -0.06
C 1.2034 0.1490 -4.1990 0.070 -0.006 -0.088 -0.23
C 1.0516 0.2469 -2.8322 -0.151 0.024 0.171 0.08
N -0.1556 0.3060 -2.2368 0.097 -0.055 -0.196 -0.53
C -1.2438 0.2596 -3.0164 0.161 0.031 0.242 0.09
H 0.1557 0.0407 -6.0787 0.002 -0.010 0.041 0.26
H 2.1958 0.1028 -4.6268 -0.050 0.008 0.009 0.26
H 1.9085 0.2741 -2.1736 -0.065 0.003 -0.011 0.23
H -2.2092 0.2815 -2.5371 -0.053 0.035 0.089 0.22
```
Positions in Å, forces in eV/Å.

---

| no. | strongest force on any atom (eV/Å) |
| --- | --- |
| 1 | 4.4 |
| 2 | 4.2 |
| 3 | 1.2 |
| 4 | 0.9 |
| 5 | 1.0 |